# 1
This record from the Open Molecules 2025 dataset describes a cluster of 11 separate species, C39H63N3O8 in total in a non-equilibrium geometry. The level of theory is wB97M-V/def2-TZVPD.

The structure (SMILES) is c1ccncc1.c1ccncc1.c1ccncc1.CC(C)=O.CC(C)=O.CC(C)=O.CC(C)=O.CC(C)=O.CC(C)=O.CC(C)=O.CC(C)=O. For the molar mass, the calculation gives 701.946 u. Its highest occupied orbital energy is -8.924 eV. The HOMO-LUMO gap is 9.156 eV. As for the LUMO energy: 0.0085 hartree. The total energy is -2289.93471 Eh. The energy relative to the best compared isomer or geometry (same formula, charge and spin) is 0.0 kJ/mol.

Structure (ORCA input):
```
! RIJCOSX wB97M-V def2-TZVPD def2/J DEFGRID3
* xyz 0 1
N -13.851 13.171 1.637
C -12.537 12.984 2.015
C -11.446 13.146 1.119
C -11.751 13.321 -0.257
C -13.096 13.486 -0.670
C -14.080 13.454 0.314
H -12.206 12.871 3.037
H -10.407 13.061 1.400
H -10.938 13.345 -0.967
H -13.443 13.556 -1.691
H -15.125 13.514 0.048
N -10.054 15.386 -10.772
C -10.390 14.811 -9.575
C -10.994 13.595 -9.480
C -11.126 12.809 -10.632
C -10.714 13.335 -11.861
C -10.183 14.604 -11.884
H -10.254 15.439 -8.707
H -11.227 13.148 -8.525
H -11.495 11.794 -10.630
H -10.880 12.745 -12.750
H -9.886 15.107 -12.792
N -10.580 9.490 -5.896
C -11.051 9.772 -4.650
C -10.926 11.014 -4.114
C -10.296 12.010 -4.912
C -9.790 11.678 -6.189
C -9.966 10.397 -6.659
H -11.691 9.070 -4.136
H -11.400 11.284 -3.182
H -10.191 13.021 -4.548
H -9.355 12.402 -6.861
H -9.675 10.141 -7.667
C -12.346 17.904 -9.563
C -11.266 18.193 -8.491
O -11.130 17.373 -7.564
C -10.335 19.419 -8.685
H -13.277 18.389 -9.272
H -12.524 16.829 -9.608
H -12.111 18.108 -10.607
H -9.645 19.433 -7.841
H -10.920 20.338 -8.734
H -9.732 19.348 -9.589
C -13.641 9.684 -7.528
C -13.606 8.796 -8.778
O -14.416 8.854 -9.712
C -12.480 7.714 -8.755
H -13.433 9.198 -6.574
H -14.599 10.202 -7.579
H -12.834 10.417 -7.537
H -12.888 6.971 -8.071
H -11.562 8.123 -8.333
H -12.319 7.331 -9.763
C -17.485 11.999 -1.767
C -16.138 11.337 -1.751
O -15.361 11.423 -2.685
C -15.710 10.537 -0.490
H -18.244 11.219 -1.706
H -17.718 12.424 -2.743
H -17.666 12.715 -0.965
H -15.961 11.085 0.418
H -14.634 10.425 -0.619
H -16.215 9.574 -0.558
C -13.803 12.804 -5.401
C -13.627 13.474 -6.717
O -13.894 12.930 -7.784
C -12.906 14.772 -6.715
H -12.922 12.257 -5.064
H -14.577 12.044 -5.507
H -14.000 13.547 -4.628
H -12.744 15.190 -7.708
H -11.999 14.582 -6.142
H -13.530 15.436 -6.116
C -17.175 13.135 -6.299
C -18.619 13.506 -5.943
O -19.407 12.672 -5.531
C -19.041 14.943 -6.228
H -16.517 13.773 -5.709
H -16.891 13.159 -7.351
H -16.980 12.157 -5.860
H -19.440 14.982 -7.242
H -18.183 15.566 -5.975
H -19.778 15.384 -5.558
C -15.671 16.462 -2.301
C -15.461 16.726 -3.802
O -15.748 15.966 -4.653
C -14.760 18.063 -4.162
H -16.274 17.219 -1.800
H -14.677 16.458 -1.853
H -16.173 15.506 -2.157
H -15.500 18.841 -3.972
H -14.536 18.056 -5.229
H -13.851 18.148 -3.565
C -14.914 12.443 -10.610
C -15.280 11.477 -11.799
O -16.347 10.878 -11.847
C -14.175 11.160 -12.896
H -15.834 12.666 -10.070
H -14.370 13.291 -11.025
H -14.241 11.947 -9.911
H -13.597 10.244 -12.768
H -13.352 11.875 -12.918
H -14.635 11.194 -13.884
C -16.057 16.361 -8.432
C -16.300 17.893 -8.164
O -15.543 18.737 -8.608
C -17.480 18.394 -7.307
H -16.993 15.879 -8.712
H -15.818 15.755 -7.557
H -15.247 16.180 -9.139
H -17.605 17.821 -6.387
H -18.443 18.368 -7.817
H -17.444 19.447 -7.028
*
```

Results of the Löwdin charge analysis, in e, for atoms 1 through 99: atom 1 (N): 0.06, atom 2 (C): -0.12, atom 3 (C): -0.06, atom 4 (C): -0.07, atom 5 (C): -0.07, atom 6 (C): -0.16, atom 7 (H): 0.09, atom 8 (H): 0.09, atom 9 (H): 0.09, atom 10 (H): 0.09, atom 11 (H): 0.09, atom 12 (N): 0.07, atom 13 (C): -0.15, atom 14 (C): -0.08, atom 15 (C): -0.06, atom 16 (C): -0.08, atom 17 (C): -0.14, atom 18 (H): 0.09, atom 19 (H): 0.08, atom 20 (H): 0.10, atom 21 (H): 0.10, atom 22 (H): 0.10, atom 23 (N): 0.06, atom 24 (C): -0.14, atom 25 (C): -0.09, atom 26 (C): -0.06, atom 27 (C): -0.07, atom 28 (C): -0.16, atom 29 (H): 0.11, atom 30 (H): 0.10, atom 31 (H): 0.10, atom 32 (H): 0.10, atom 33 (H): 0.11, atom 34 (C): -0.02, atom 35 (C): -0.41, atom 36 (O): 0.00, atom 37 (C): -0.02, atom 38 (H): 0.06, atom 39 (H): 0.05, atom 40 (H): 0.08, atom 41 (H): 0.07, atom 42 (H): 0.08, atom 43 (H): 0.08, atom 44 (C): -0.03, atom 45 (C): -0.43, atom 46 (O): 0.04, atom 47 (C): -0.02, atom 48 (H): 0.07, atom 49 (H): 0.08, atom 50 (H): 0.06, atom 51 (H): 0.08, atom 52 (H): 0.05, atom 53 (H): 0.07, atom 54 (C): -0.02, atom 55 (C): -0.49, atom 56 (O): 0.04, atom 57 (C): -0.02, atom 58 (H): 0.09, atom 59 (H): 0.07, atom 60 (H): 0.08, atom 61 (H): 0.07, atom 62 (H): 0.08, atom 63 (H): 0.08, atom 64 (C): -0.01, atom 65 (C): -0.49, atom 66 (O): 0.03, atom 67 (C): -0.02, atom 68 (H): 0.06, atom 69 (H): 0.08, atom 70 (H): 0.08, atom 71 (H): 0.07, atom 72 (H): 0.09, atom 73 (H): 0.07, atom 74 (C): -0.02, atom 75 (C): -0.46, atom 76 (O): 0.05, atom 77 (C): -0.02, atom 78 (H): 0.05, atom 79 (H): 0.08, atom 80 (H): 0.08, atom 81 (H): 0.09, atom 82 (H): 0.04, atom 83 (H): 0.08, atom 84 (C): -0.01, atom 85 (C): -0.49, atom 86 (O): 0.07, atom 87 (C): 0.00, atom 88 (H): 0.08, atom 89 (H): 0.08, atom 90 (H): 0.07, atom 91 (H): 0.08, atom 92 (H): 0.07, atom 93 (H): 0.08, atom 94 (C): -0.02, atom 95 (C): -0.41, atom 96 (O): 0.04, atom 97 (C): -0.02, atom 98 (H): 0.07, atom 99 (H): 0.07


# 2
This record from the Open Molecules 2025 dataset describes a structure of composition C39H64FN3O4PS2W. The level of theory is wB97M-V/def2-TZVPD.

For the molar mass, the calculation gives 936.904 u. Its highest occupied orbital energy (spin up / spin down) is -7.890 / -8.292 eV. The HOMO-LUMO gap (spin up / spin down) is 7.275 / 7.842 eV. As for the LUMO energy (spin up / spin down): -0.0226 / -0.0165 hartree. The total energy is -3294.60536 Eh. The energy relative to the best compared isomer or geometry (same formula, charge and spin) is 0.0 kJ/mol.

Structure (ORCA input):
```
! RIJCOSX wB97M-V def2-TZVPD def2/J DEFGRID3
* xyz 0 2
W 0.635 -1.000 0.771
C 3.768 -1.639 -2.942
N 2.883 -0.491 -3.064
C 3.252 0.336 -4.195
C 2.852 0.268 -1.822
C 1.603 1.111 -1.601
N 0.375 0.385 -1.167
C -0.121 -0.422 -2.312
C -1.423 -1.152 -2.087
C -2.189 -1.402 -3.226
C -3.398 -2.065 -3.160
C -3.854 -2.443 -1.894
C -3.146 -2.216 -0.726
C -1.888 -1.586 -0.852
O -1.166 -1.380 0.282
C -3.737 -2.591 0.641
C -5.141 -3.181 0.494
C -3.857 -1.330 1.514
C -2.879 -3.644 1.358
C -4.244 -2.382 -4.391
C -3.600 -1.872 -5.680
C -4.412 -3.904 -4.503
C -5.625 -1.727 -4.253
C -0.686 1.391 -0.873
C -0.292 2.448 0.114
C -0.673 3.770 -0.075
C -0.295 4.751 0.827
C 0.532 4.368 1.885
C 0.965 3.066 2.106
C 0.478 2.098 1.213
O 0.747 0.777 1.379
C 1.991 2.742 3.193
C 3.300 2.347 2.492
C 1.520 1.603 4.108
C 2.284 3.958 4.075
C -0.718 6.213 0.694
C -1.501 6.628 1.947
C -1.609 6.443 -0.527
C 0.528 7.099 0.554
H 4.811 -1.343 -2.735
H 3.757 -2.209 -3.871
H 3.417 -2.285 -2.136
H 4.265 0.760 -4.089
H 2.551 1.164 -4.312
H 3.221 -0.256 -5.111
H 3.715 0.955 -1.765
H 2.968 -0.431 -0.998
H 1.352 1.666 -2.515
H 1.832 1.852 -0.838
H 0.667 -1.101 -2.616
H -0.279 0.278 -3.143
H -1.804 -1.053 -4.176
H -4.812 -2.936 -1.827
H -5.835 -2.481 0.023
H -5.529 -3.412 1.487
H -5.135 -4.108 -0.084
H -4.427 -0.556 0.994
H -2.883 -0.931 1.787
H -4.385 -1.574 2.438
H -2.764 -4.537 0.739
H -3.363 -3.935 2.292
H -1.897 -3.258 1.607
H -2.625 -2.332 -5.852
H -3.474 -0.788 -5.666
H -4.240 -2.122 -6.528
H -3.442 -4.392 -4.607
H -5.019 -4.154 -5.376
H -4.903 -4.317 -3.621
H -5.531 -0.643 -4.159
H -6.162 -2.095 -3.378
H -6.233 -1.943 -5.134
H -1.566 0.850 -0.525
H -0.964 1.876 -1.816
H -1.271 4.011 -0.944
H 0.866 5.137 2.566
H 3.153 1.500 1.824
H 4.053 2.062 3.230
H 3.690 3.184 1.907
H 1.530 0.640 3.610
H 0.505 1.776 4.470
H 2.183 1.540 4.974
H 2.708 4.789 3.507
H 3.014 3.673 4.833
H 1.387 4.309 4.591
H -2.392 6.009 2.068
H -1.815 7.671 1.866
H -0.897 6.528 2.849
H -2.524 5.851 -0.475
H -1.090 6.198 -1.457
H -1.894 7.495 -0.575
H 1.183 7.011 1.421
H 0.236 8.147 0.460
H 1.102 6.821 -0.332
C 5.901 -3.118 0.663
C 5.048 -4.337 0.934
O 3.631 -4.072 0.788
P 2.776 -3.186 1.783
S 3.073 -1.210 1.557
S 0.842 -3.540 1.533
O 3.338 -3.686 3.176
C 2.941 -3.096 4.444
C 1.762 -3.806 5.063
H 6.951 -3.415 0.646
H 5.774 -2.359 1.434
H 5.647 -2.676 -0.300
H 5.217 -4.737 1.933
H 5.236 -5.121 0.205
H 2.736 -2.036 4.283
H 3.829 -3.190 5.068
H 0.851 -3.653 4.488
H 1.603 -3.392 6.060
H 1.961 -4.874 5.159
N -0.530 -1.229 3.852
C -0.097 -1.180 2.782
F 1.238 -2.023 -0.729
*
```

Results of the Löwdin charge analysis, in e, for atoms 1 through 99: atom 1 (W): 1.47, atom 2 (C): -0.09, atom 3 (N): -0.28, atom 4 (C): -0.10, atom 5 (C): -0.21, atom 6 (C): -0.13, atom 7 (N): -0.21, atom 8 (C): -0.13, atom 9 (C): -0.12, atom 10 (C): 0.02, atom 11 (C): -0.16, atom 12 (C): 0.02, atom 13 (C): -0.06, atom 14 (C): -0.23, atom 15 (O): -0.31, atom 16 (C): -0.52, atom 17 (C): -0.07, atom 18 (C): -0.03, atom 19 (C): -0.04, atom 20 (C): -0.56, atom 21 (C): -0.07, atom 22 (C): -0.04, atom 23 (C): -0.05, atom 24 (C): -0.10, atom 25 (C): -0.14, atom 26 (C): 0.03, atom 27 (C): -0.15, atom 28 (C): 0.03, atom 29 (C): -0.07, atom 30 (C): -0.23, atom 31 (O): -0.34, atom 32 (C): -0.52, atom 33 (C): -0.04, atom 34 (C): -0.04, atom 35 (C): -0.07, atom 36 (C): -0.56, atom 37 (C): -0.04, atom 38 (C): -0.07, atom 39 (C): -0.05, atom 40 (H): 0.09, atom 41 (H): 0.09, atom 42 (H): 0.07, atom 43 (H): 0.09, atom 44 (H): 0.08, atom 45 (H): 0.08, atom 46 (H): 0.13, atom 47 (H): 0.04, atom 48 (H): 0.13, atom 49 (H): 0.12, atom 50 (H): 0.11, atom 51 (H): 0.13, atom 52 (H): 0.11, atom 53 (H): 0.09, atom 54 (H): 0.09, atom 55 (H): 0.09, atom 56 (H): 0.09, atom 57 (H): 0.09, atom 58 (H): 0.06, atom 59 (H): 0.09, atom 60 (H): 0.09, atom 61 (H): 0.09, atom 62 (H): 0.02, atom 63 (H): 0.09, atom 64 (H): 0.09, atom 65 (H): 0.08, atom 66 (H): 0.09, atom 67 (H): 0.08, atom 68 (H): 0.08, atom 69 (H): 0.09, atom 70 (H): 0.08, atom 71 (H): 0.08, atom 72 (H): 0.13, atom 73 (H): 0.14, atom 74 (H): 0.11, atom 75 (H): 0.09, atom 76 (H): 0.02, atom 77 (H): 0.09, atom 78 (H): 0.09, atom 79 (H): 0.03, atom 80 (H): 0.10, atom 81 (H): 0.09, atom 82 (H): 0.08, atom 83 (H): 0.09, atom 84 (H): 0.09, atom 85 (H): 0.09, atom 86 (H): 0.08, atom 87 (H): 0.08, atom 88 (H): 0.09, atom 89 (H): 0.09, atom 90 (H): 0.09, atom 91 (H): 0.08, atom 92 (H): 0.08, atom 93 (H): 0.09, atom 94 (C): -0.09, atom 95 (C): -0.25, atom 96 (O): -0.30, atom 97 (P): -0.02, atom 98 (S): 0.41, atom 99 (S): 0.47